[1]
{
  "formula": "C15H35HgN6O8",
  "method": "ωB97M-V/def2-TZVPD",
  "elements": ["Hg", "N", "O", "O", "O", "C", "C", "O", "N", "C", "H", "H", "H", "H", "H", "H", "H", "C", "C", "O", "N", "C", "H", "H", "H", "H", "H", "H", "H", "C", "C", "O", "N", "C", "H", "H", "H", "H", "H", "H", "H", "C", "C", "O", "N", "C", "H", "H", "H", "H", "H", "H", "H", "C", "C", "O", "N", "C", "H", "H", "H", "H", "H", "H", "H"],
  "positions_angstrom": [[-0.828, -0.175, 0.512], [-3.609, -0.307, 1.471], [-4.731, -0.354, 1.967], [-3.434, -0.288, 0.199], [-2.564, -0.366, 2.209], [-2.428, -3.424, -1.778], [-1.156, -3.210, -0.978], [-1.011, -2.217, -0.257], [-0.175, -4.121, -1.111], [1.066, -4.121, -0.379], [-3.263, -2.840, -1.407], [-2.670, -4.480, -1.885], [-2.192, -3.029, -2.771], [-0.570, -4.968, -1.502], [1.155, -3.161, 0.130], [1.913, -4.184, -1.062], [1.200, -4.893, 0.377], [3.669, -0.170, 0.910], [2.688, 0.507, -0.002], [1.497, 0.224, 0.031], [3.218, 1.381, -0.878], [2.450, 2.043, -1.916], [3.497, 0.253, 1.903], [4.725, -0.045, 0.670], [3.529, -1.250, 0.894], [4.132, 1.736, -0.665], [3.047, 2.864, -2.299], [1.503, 2.376, -1.479], [2.126, 1.353, -2.694], [0.341, 0.728, 4.096], [0.710, -0.585, 3.465], [0.137, -0.931, 2.429], [1.743, -1.252, 3.978], [2.074, -2.624, 3.560], [0.526, 1.537, 3.397], [0.801, 0.849, 5.075], [-0.743, 0.680, 4.228], [2.159, -0.857, 4.803], [2.280, -3.218, 4.448], [2.996, -2.582, 2.981], [1.206, -2.977, 3.014], [-2.468, 1.052, -3.147], [-1.188, 0.362, -2.804], [-0.716, 0.445, -1.676], [-0.662, -0.411, -3.765], [0.606, -1.117, -3.627], [-2.375, 2.139, -3.215], [-3.182, 0.985, -2.318], [-3.033, 0.691, -4.006], [-1.101, -0.332, -4.666], [0.446, -2.178, -3.435], [1.149, -0.693, -2.787], [1.197, -1.018, -4.534], [0.535, 3.701, 1.021], [-0.863, 3.243, 0.597], [-1.266, 2.089, 0.687], [-1.700, 4.252, 0.294], [-3.135, 4.049, 0.097], [0.563, 4.766, 1.249], [1.186, 3.630, 0.146], [0.902, 3.118, 1.857], [-1.385, 5.203, 0.264], [-3.515, 3.098, 0.453], [-3.369, 4.151, -0.965], [-3.642, 4.875, 0.594]],
  "forces_ev_per_a": [[-1.1537, 0.5516, 0.8822], [-0.4599, -0.8161, -0.2935], [1.0720, 0.3092, -0.5070], [0.0983, 0.3132, 1.0837], [-0.3595, 0.3887, -0.6540], [0.7927, 0.1530, -0.3421], [-0.2366, 0.8952, 0.8761], [0.1075, -1.1789, -0.6755], [-1.2736, -0.8226, -0.3027], [0.7457, 0.6908, 0.0696], [0.0910, -0.0690, 0.3689], [-0.1310, 0.0172, 0.0351], [-0.1308, -0.1207, -0.0954], [0.8160, -0.1661, -0.0253], [-0.1443, 0.0104, -0.0102], [-0.0540, -0.1105, -0.1052], [-0.5076, -0.2352, -0.1092], [0.4351, 0.0984, 0.4377], [0.4482, -0.3867, -0.2826], [0.2177, 0.1781, -0.2741], [-0.0029, 0.0765, -0.0489], [-0.7439, -0.1189, 0.6527], [0.0321, -0.4289, 0.1335], [-0.1011, 0.4229, -0.1994], [-0.4692, 0.0831, 0.2140], [0.1779, -0.2013, -0.1877], [-0.1890, 0.0303, -0.1977], [0.1547, 0.3206, -0.1408], [0.4587, -0.0318, -0.1598], [-0.6152, -0.6568, 0.3912], [0.0466, 1.2363, -1.0123], [0.5699, -0.9452, 0.5024], [-0.1326, -0.6111, 0.3385], [0.2986, 1.0248, 0.4782], [0.2500, 0.0953, 0.0867], [0.1171, 0.3753, -0.1047], [0.0348, 0.1173, 0.0376], [0.0435, -0.2066, 0.1121], [-0.2212, -0.1279, -0.0288], [-0.2009, -0.3055, -0.3435], [0.2415, -0.3017, -0.1742], [-1.3180, 0.7522, 0.4090], [-0.9708, -0.3230, 0.0062], [0.6719, 0.2491, -0.5078], [0.3539, 0.1717, -0.1426], [-0.1990, 0.0070, 0.0117], [0.5065, -0.0816, -0.3209], [0.3640, -0.4617, 0.2228], [0.4722, -0.0827, -0.2533], [0.1067, -0.1808, -0.0903], [-0.0170, -0.0634, 0.0349], [-0.0160, -0.0047, 0.0688], [-0.0243, 0.0642, -0.0350], [-0.2580, 0.2060, -1.1171], [0.1602, 1.2329, 1.2378], [0.1033, 0.1074, -0.1691], [-0.5212, -0.9052, -0.0700], [-0.0492, 0.8497, -0.6438], [-0.2251, -0.0693, 0.3209], [0.1977, -0.4178, 0.2356], [0.0766, -0.1285, -0.0683], [0.2818, -0.0021, 0.1159], [0.3866, -0.0864, 0.1801], [-0.0743, -0.1972, 0.0115], [-0.1311, -0.1823, 0.1373]],
  "nbo_charge": [1.73, 0.70, -0.41, -0.59, -0.60, -0.71, 0.72, -0.75, -0.59, -0.43, 0.27, 0.23, 0.24, 0.40, 0.23, 0.21, 0.21, -0.71, 0.70, -0.71, -0.59, -0.42, 0.24, 0.23, 0.24, 0.41, 0.22, 0.21, 0.21, -0.71, 0.71, -0.73, -0.58, -0.42, 0.23, 0.22, 0.27, 0.40, 0.22, 0.20, 0.24, -0.74, 0.71, -0.73, -0.59, -0.43, 0.25, 0.28, 0.23, 0.41, 0.20, 0.23, 0.21, -0.70, 0.70, -0.71, -0.58, -0.43, 0.23, 0.23, 0.23, 0.40, 0.25, 0.20, 0.21],
  "energy_ha": -1676.17971,
  "e_homo_ev": -10.777,
  "total_charge": 1
}


[2]
{
  "formula": "C32H40N3O4OsP2",
  "method": "ωB97M-V/def2-TZVPD",
  "elements": ["C", "C", "N", "C", "C", "C", "C", "P", "Os", "P", "C", "C", "C", "C", "C", "C", "C", "O", "O", "H", "H", "H", "C", "C", "H", "H", "H", "H", "C", "C", "H", "H", "H", "H", "H", "H", "H", "H", "H", "H", "H", "H", "H", "H", "H", "H", "H", "H", "H", "H", "H", "H", "O", "C", "N", "C", "C", "O", "N", "C", "C", "C", "C", "C", "C", "C", "C", "C", "C", "C", "C", "H", "H", "H", "H", "H", "H", "H", "H", "H", "H", "H"],
  "positions_angstrom": [[0.000, -2.650, -4.351], [-0.306, -1.533, -3.542], [-0.779, -1.756, -2.258], [-0.932, -3.007, -1.799], [-0.650, -4.115, -2.587], [-0.179, -3.933, -3.877], [-0.202, -0.213, -4.021], [-0.390, 1.098, -2.831], [-1.159, -0.070, -0.987], [-2.190, -1.697, 0.250], [-1.367, -3.215, -0.375], [-1.661, 1.736, -0.071], [-0.659, 2.572, 0.434], [-0.982, 3.499, 1.432], [-2.322, 3.813, 1.685], [-3.323, 3.107, 1.015], [-3.006, 2.041, 0.181], [-2.978, -0.509, -5.096], [-4.250, -1.761, -3.078], [0.399, -2.434, -5.342], [-0.812, -5.093, -2.147], [0.058, -4.789, -4.504], [1.213, 1.935, -2.656], [-1.359, 2.365, -3.697], [-2.058, -4.064, -0.284], [-0.500, -3.424, 0.274], [-2.015, -0.311, -5.059], [0.254, -0.045, -5.003], [-2.015, -1.859, 2.034], [-3.959, -2.045, 0.109], [0.373, 2.486, 0.045], [-0.189, 3.980, 2.014], [-2.574, 4.599, 2.391], [-4.361, 3.384, 1.153], [-3.784, 1.436, -0.277], [-2.485, 0.396, -1.922], [-5.160, -1.413, -3.072], [-3.794, -1.320, -3.849], [-3.117, -0.872, -5.988], [-2.683, -0.497, -1.534], [1.480, 2.360, -3.632], [1.131, 2.737, -1.915], [1.989, 1.223, -2.351], [-0.739, 2.761, -4.513], [-2.273, 1.921, -4.106], [-1.609, 3.169, -2.994], [-4.163, -2.951, 0.700], [-4.499, -1.193, 0.545], [-4.246, -2.179, -0.943], [-2.611, -2.714, 2.389], [-0.968, -2.002, 2.317], [-2.365, -0.922, 2.472], [2.177, -1.142, -1.435], [1.961, -0.572, -0.368], [2.909, -0.138, 0.546], [2.338, 0.139, 1.826], [0.862, 0.015, 1.529], [-0.016, 0.137, 2.396], [0.699, -0.235, 0.189], [2.953, -0.832, 2.822], [2.178, -1.754, 3.514], [2.783, -2.563, 4.487], [4.151, -2.446, 4.735], [4.941, -1.553, 3.994], [4.341, -0.743, 3.026], [2.551, 1.558, 2.296], [3.123, 2.512, 1.454], [3.273, 3.823, 1.928], [2.845, 4.162, 3.208], [2.249, 3.201, 4.034], [2.096, 1.894, 3.576], [3.870, -0.424, 0.419], [1.101, -1.804, 3.338], [2.158, -3.260, 5.048], [4.620, -3.065, 5.507], [6.015, -1.465, 4.170], [4.949, -0.023, 2.463], [3.454, 2.214, 0.453], [3.720, 4.564, 1.267], [2.956, 5.184, 3.569], [1.898, 3.461, 5.028], [1.626, 1.127, 4.202]],
  "forces_ev_per_a": [[0.0705, 1.5515, -0.2219], [-0.1613, -1.0028, -0.5204], [0.5418, 0.2235, -0.1978], [0.1035, -0.2312, 0.4822], [0.0061, -0.1253, -0.6209], [-0.0642, -1.0999, 0.2428], [0.8751, -0.3757, 0.0748], [1.2538, 0.7520, -0.4603], [-0.1958, 2.6453, 1.2142], [-0.1118, -2.3308, 2.0746], [-0.1319, 0.1658, -0.1375], [0.4602, -0.6556, -0.8751], [0.3783, 0.4729, 0.5591], [0.2936, 0.0703, -0.2034], [0.3806, -0.4710, -0.1425], [-0.2977, -0.1555, -0.0973], [-0.1343, 0.4765, 0.3025], [0.7513, 0.1735, -0.8061], [-0.1453, 0.4512, -0.5250], [-0.0961, -0.2713, 0.2213], [0.0991, 0.0255, -0.2442], [-0.0329, 0.1650, 0.1351], [0.3627, -0.0690, -0.4182], [-0.2284, -0.0630, 0.1123], [0.2207, 0.0858, -0.1103], [-0.1614, 0.1815, -0.2162], [-0.8145, -0.2429, 0.0878], [-0.2403, -0.0705, 0.2853], [0.2115, -0.2182, 0.5106], [-0.1745, 0.1757, -0.3674], [-0.5863, -0.1216, 0.7824], [-0.2034, 0.0403, -0.4484], [0.0171, -0.1576, -0.1156], [0.0065, -0.0727, 0.1024], [-0.0930, 0.1628, 0.0556], [-0.8385, -0.8392, -0.6694], [0.5472, -0.1955, -0.1165], [-0.5413, -0.4283, 0.8099], [-0.0711, 0.1500, 0.3568], [-1.6343, 0.9419, -0.9421], [0.0935, 0.0351, 0.2562], [-0.0367, -0.1264, -0.1996], [-0.2155, 0.0979, -0.0150], [-0.2245, -0.0646, 0.1909], [0.0997, 0.1992, 0.1188], [0.0157, -0.1179, -0.1935], [-0.0111, 0.3255, -0.2538], [-0.0100, -0.2331, -0.1273], [0.0112, 0.0230, 0.3438], [0.1116, 0.2909, -0.1069], [-0.3059, 0.1567, -0.0728], [0.0763, -0.1878, 0.1846], [-0.4804, 0.8454, 0.8017], [0.2332, 0.3358, 0.6718], [0.0569, -0.4208, -1.9849], [0.9049, -0.0571, 0.3703], [-1.4502, -0.4220, 0.8596], [1.0669, 0.0355, -1.5850], [0.8818, -0.9591, -0.1097], [-0.1874, -0.0254, 0.1739], [0.3304, -0.0739, 0.3346], [0.0178, 0.2105, -0.2204], [0.1404, -0.1288, 0.0223], [-0.3789, 0.1070, -0.2462], [-0.1402, -0.3348, 0.4879], [0.0105, 0.5196, 0.0039], [-0.1030, 0.1109, 0.4832], [-0.0473, -0.2464, -0.2368], [-0.1279, 0.0179, 0.0432], [0.0509, -0.2414, -0.3785], [0.1676, 0.2861, 0.0455], [-0.1783, -0.0883, 0.1539], [0.4034, 0.0284, 0.1309], [0.3258, 0.1421, -0.0886], [-0.2050, 0.2433, -0.3065], [-0.3738, -0.1223, 0.0207], [-0.3097, -0.2408, 0.2854], [-0.1119, 0.2331, 0.4214], [-0.0618, -0.0453, 0.2553], [0.0234, -0.2420, -0.1046], [0.0835, 0.0471, -0.1101], [0.2329, 0.3739, -0.2730]],
  "lowdin_spin": [0.18, 0.05, 0.15, 0.12, 0.15, 0.09, 0.43, 0.09, 1.74, 0.09, 0.01, 0.12, 0.09, -0.01, 0.09, 0.00, 0.10, 0.03, 0.02, 0.01, 0.01, 0.00, 0.04, 0.02, 0.00, 0.00, 0.01, 0.02, 0.04, 0.01, 0.00, 0.00, 0.00, 0.00, 0.01, 0.04, 0.00, 0.00, 0.00, 0.05, 0.00, 0.00, 0.00, 0.00, 0.00, 0.00, 0.00, 0.00, 0.00, 0.01, 0.00, 0.00, 0.00, 0.01, 0.01, 0.00, 0.01, 0.01, 0.11, 0.00, 0.00, 0.00, 0.00, 0.00, 0.00, 0.00, 0.00, 0.00, 0.00, 0.00, 0.00, 0.00, 0.00, 0.00, 0.00, 0.00, 0.00, 0.00, 0.00, 0.00, 0.00, 0.00],
  "energy_ha": -2481.67614,
  "e_homo_ev": [-6.543, -10.805],
  "s2": 6.0500,
  "spin_multiplicity": 5,
  "total_charge": 1
}


[3]
{
  "formula": "C14H23FN2O4PS",
  "method": "ωB97M-V/def2-TZVPD",
  "elements": ["C", "C", "C", "C", "C", "C", "O", "S", "P", "N", "C", "C", "C", "C", "N", "C", "H", "H", "H", "H", "H", "H", "H", "H", "H", "H", "H", "H", "H", "H", "H", "H", "H", "H", "H", "H", "C", "C", "O", "C", "O", "O", "F", "H", "H", "H"],
  "positions_angstrom": [[-2.709, 1.169, -0.793], [-2.736, -0.007, 0.187], [-3.386, 0.489, 1.481], [-1.285, -0.499, 0.391], [-0.830, -1.340, -0.807], [-1.147, -1.247, 1.709], [0.064, -2.061, 1.798], [1.386, -1.478, 2.444], [0.903, -0.973, 4.568], [0.723, -2.281, 5.351], [1.766, 0.029, 1.616], [1.576, 1.287, 2.178], [1.912, 2.368, 1.393], [2.386, 2.144, 0.105], [2.585, 0.944, -0.439], [2.285, -0.091, 0.330], [-2.318, 0.876, -1.762], [-3.692, 1.617, -0.899], [-2.051, 1.944, -0.398], [-3.330, -0.805, -0.256], [-4.395, 0.832, 1.281], [-2.828, 1.356, 1.840], [-3.416, -0.248, 2.278], [-0.674, 0.405, 0.399], [-1.613, -2.009, -1.151], [0.070, -1.909, -0.598], [-0.580, -0.676, -1.629], [-1.961, -1.959, 1.803], [-1.224, -0.567, 2.552], [2.030, -0.205, 4.888], [-0.186, -0.086, 4.529], [-0.212, -2.400, 5.723], [1.186, 1.434, 3.173], [1.802, 3.376, 1.754], [2.614, 2.995, -0.519], [2.447, -1.076, -0.085], [1.800, 0.134, -3.543], [2.286, -0.050, -4.966], [1.227, -0.785, -5.551], [0.080, -0.490, -4.878], [-1.012, -0.745, -5.239], [0.381, 0.149, -3.713], [3.426, -0.776, -5.025], [2.082, -0.715, -2.919], [2.140, 1.052, -3.078], [2.429, 0.878, -5.521]],
  "forces_ev_per_a": [[0.2229, -0.1699, 0.1060], [0.1092, 0.5970, 0.2061], [0.2605, 0.0896, -0.1785], [0.0172, -0.2105, -0.4194], [0.1330, 0.3800, -0.0168], [-0.7336, 0.1384, -0.3947], [0.0119, 0.1267, 0.4073], [0.4174, -0.0861, -0.4297], [-0.5439, -0.3573, 1.0782], [0.0707, 0.3520, -0.0773], [-0.0965, 0.0874, 0.2021], [0.0719, -0.0735, -0.2782], [-0.0018, 0.0352, -0.0414], [0.0094, 0.2340, -0.0698], [-0.1940, 0.0788, 0.4097], [0.0756, -0.2980, -0.0413], [-0.1216, 0.0140, -0.2060], [-0.1695, -0.0625, -0.1903], [0.0531, 0.1194, 0.0442], [-0.0533, -0.2322, 0.1090], [-0.1807, -0.0444, 0.0406], [0.0384, 0.0798, 0.1333], [-0.1799, -0.1331, 0.0706], [0.1912, 0.0449, 0.2958], [-0.0458, -0.2189, 0.0402], [0.0353, -0.2091, 0.0536], [-0.1141, 0.0211, -0.1673], [0.0965, -0.3009, 0.0386], [0.2666, 0.0281, 0.1930], [0.1492, -0.0328, -0.4267], [0.1819, 0.2832, -0.3035], [-0.0429, -0.3875, -0.0530], [-0.0895, 0.0217, 0.1154], [-0.0237, 0.1260, 0.0455], [0.0967, 0.0899, -0.1273], [0.0680, -0.1403, -0.1026], [-0.0201, 0.1411, 0.0307], [-0.0517, -0.2214, 0.0139], [-0.0560, 0.2694, -0.0571], [0.1861, -0.1124, 0.0168], [-0.1518, -0.0710, -0.0006], [0.0814, 0.0698, 0.0498], [-0.0674, -0.0470, 0.0109], [0.1059, -0.0564, -0.0913], [-0.1116, 0.0594, -0.0136], [0.0996, -0.0218, -0.0251]],
  "nbo_charge": [-0.60, -0.21, -0.61, -0.26, -0.62, -0.07, -0.64, 0.94, 1.14, -1.18, -0.34, -0.15, -0.24, 0.09, -0.39, 0.08, 0.23, 0.23, 0.19, 0.21, 0.24, 0.20, 0.20, 0.19, 0.23, 0.20, 0.24, 0.23, 0.18, 0.00, -0.02, 0.41, 0.22, 0.25, 0.22, 0.22, -0.13, 0.45, -0.49, 0.97, -0.54, -0.51, -0.32, 0.19, 0.21, 0.16],
  "energy_ha": -1796.81035,
  "e_homo_ev": -13.507,
  "total_charge": 1
}